DFT (wB97M-V/def2-TZVPD) results for a structure of composition C4H6N2O.

Calculated values
Energy relative to the best compared isomer or geometry (same formula, charge and spin)   106.8 kcal/mol
DFT total energy   -9268.8700 eV
Highest occupied orbital energy   -0.2936 Ha

Structure (ORCA input):
```
! wB97M-V def2-TZVPD RIJCOSX def2/J DEFGRID3
* xyz 0 1
C 2.140 0.070 -0.509
O 1.240 -0.655 0.385
C -0.168 -0.215 0.327
C -1.058 -1.087 -0.222
N -2.175 -0.275 0.000
C -1.842 0.907 0.606
N -0.545 0.977 0.834
H 1.703 0.076 -1.509
H 3.103 -0.440 -0.472
H 2.204 1.075 -0.099
H 1.078 -1.573 0.051
H -3.117 -0.533 -0.253
H -2.563 1.674 0.863
*
```

DFT (wB97M-V/def2-TZVPD) results for a structure of composition C46H44GeN2O8SeTeW.

Calculated values
DFT total energy   -198755.6164 eV
Highest occupied orbital energy   -0.2722 Ha

Structure (ORCA input):
```
! wB97M-V def2-TZVPD RIJCOSX def2/J DEFGRID3
* xyz 0 1
W 0.735 1.381 0.370
O 1.935 1.376 1.958
C 2.098 1.111 3.236
C 3.069 1.793 3.973
C 3.230 1.496 5.309
C 2.439 0.529 5.945
C 1.486 -0.139 5.211
C 1.321 0.136 3.849
C 0.315 -0.566 3.098
N 0.026 -0.477 1.850
C -1.129 -1.285 1.460
C -2.206 -0.352 0.930
N -1.553 0.214 -0.224
C -1.973 -0.141 -1.372
C -1.142 -0.115 -2.562
C -1.651 -0.350 -3.839
C -0.795 -0.595 -4.893
C 0.581 -0.656 -4.659
C 1.100 -0.425 -3.402
C 0.235 -0.103 -2.357
O 0.728 0.130 -1.142
H 3.652 2.559 3.481
H 3.978 2.031 5.880
H 2.575 0.317 6.996
H 0.851 -0.884 5.678
H -0.276 -1.262 3.699
H -1.503 -1.863 2.309
H -0.829 -1.981 0.672
H -2.458 0.419 1.658
H -3.105 -0.919 0.666
H -2.935 -0.658 -1.454
H -2.724 -0.326 -3.995
H -1.186 -0.749 -5.889
H 1.254 -0.880 -5.478
H 2.164 -0.465 -3.209
C -1.139 2.651 -7.596
C -0.963 2.673 -6.101
C 0.302 2.701 -5.536
C 0.500 2.788 -4.160
C 1.893 2.953 -3.635
C -0.625 2.806 -3.326
Te -0.486 3.168 -1.254
C -1.919 2.792 -3.874
C -3.161 2.864 -3.023
C -2.061 2.726 -5.256
H -0.347 2.078 -8.080
H -1.105 3.664 -8.003
H -2.099 2.217 -7.877
H 1.172 2.675 -6.185
H 2.623 2.812 -4.434
H 2.119 2.258 -2.831
H 2.022 3.956 -3.221
H -3.224 2.009 -2.343
H -4.053 2.878 -3.649
H -3.173 3.756 -2.396
H -3.060 2.728 -5.680
O 2.514 1.808 -0.608
C 3.204 0.728 -0.335
O 2.641 -0.172 0.288
C 4.606 0.614 -0.827
C 5.021 -0.845 -1.003
Ge 4.397 -2.182 0.286
C 4.829 -1.732 2.122
C 5.658 -0.644 2.391
C 6.155 -0.414 3.668
C 5.822 -1.273 4.703
C 5.003 -2.365 4.453
C 4.522 -2.599 3.173
C 2.668 -2.967 -0.079
C 1.786 -3.335 0.936
C 0.614 -4.022 0.647
C 0.295 -4.334 -0.668
C 1.146 -3.944 -1.692
C 2.326 -3.275 -1.395
C 5.675 -3.655 -0.051
C 7.028 -3.451 0.232
C 7.970 -4.445 0.012
C 7.574 -5.674 -0.499
C 6.237 -5.899 -0.783
C 5.298 -4.897 -0.559
H 5.236 1.154 -0.117
H 4.663 1.171 -1.765
H 6.107 -0.941 -1.015
H 4.670 -1.198 -1.977
H 5.938 0.035 1.594
H 6.805 0.432 3.851
H 6.204 -1.096 5.700
H 4.752 -3.048 5.255
H 3.930 -3.488 2.993
H 2.005 -3.076 1.966
H -0.053 -4.314 1.450
H -0.611 -4.883 -0.893
H 0.896 -4.168 -2.722
H 2.989 -2.998 -2.208
H 7.358 -2.504 0.649
H 9.012 -4.264 0.243
H 8.306 -6.453 -0.672
H 5.921 -6.856 -1.178
H 4.256 -5.098 -0.780
O 0.414 3.432 3.602
Se -0.037 3.552 2.066
O 1.229 3.387 0.921
O -0.694 1.997 1.548
O -1.065 4.726 1.685
*
```

DFT (wB97M-V/def2-TZVPD) results for a structure of composition C5H8O2.

Calculated values
Energy relative to the best compared isomer or geometry (same formula, charge and spin)   35.4 kcal/mol
DFT total energy   -9408.2982 eV
Highest occupied orbital energy   -0.3652 Ha

Structure (ORCA input):
```
! wB97M-V def2-TZVPD RIJCOSX def2/J DEFGRID3
* xyz 0 1
C -1.688 -0.712 0.041
C -0.212 -0.591 0.191
O -1.035 2.316 -0.732
C 0.699 -0.710 1.177
C 1.935 -0.455 0.326
C 0.865 -0.207 -0.766
O 0.898 0.257 -1.880
H -2.192 -0.634 1.009
H -2.051 0.084 -0.614
H -1.950 -1.677 -0.406
H -0.463 1.912 -1.401
H -0.534 2.228 0.088
H 0.597 -0.901 2.241
H 2.553 0.414 0.574
H 2.579 -1.324 0.153
*
```

DFT (wB97M-V/def2-TZVPD) results for an isolated molecule of C3H7NOS.

Calculated values
Energy relative to the best compared isomer or geometry (same formula, charge and spin)   17.1 kcal/mol
DFT total energy   -17597.1875 eV
Highest occupied orbital energy   -0.3267 Ha
SMILES   CSNC(C)=O

Structure (ORCA input):
```
! wB97M-V def2-TZVPD RIJCOSX def2/J DEFGRID3
* xyz 0 1
C 1.043 1.660 -1.068
S -0.560 1.398 -0.398
N -0.305 0.100 0.705
C -0.023 -1.175 0.322
C 0.000 -2.054 1.534
O 0.167 -1.531 -0.827
H 1.616 2.316 -0.473
H 1.552 0.680 -1.144
H 0.968 2.125 -2.103
H -0.430 0.341 1.665
H 0.860 -1.763 2.177
H -0.993 -2.015 2.059
H 0.064 -3.088 1.137
*
```